Density functional theory data (ωB97M-V/def2-TZVPD) for a molecular structure, C28H52BaCl2N3O4Si2 in a non-equilibrium geometry.

Last column: Mulliken charge in e.
CARTESIAN COORDINATES (ANGSTROEM)
C1 -2.12 -0.34 -6.06  -1.708
C2 -1.48 -0.93 -4.84  0.315
H1 -2.43 -1.11 -6.78  0.434
H2 -1.41 0.33 -6.59  0.272
H3 -2.99 0.28 -5.77  0.320
C3 -0.43 -1.77 -4.89  1.022
C4 0.15 -2.22 -6.17  -1.626
H4 0.02 -2.14 -3.98  -0.203
H5 0.80 -1.45 -6.61  0.302
H6 -0.60 -2.46 -6.93  0.419
H7 0.78 -3.10 -6.00  0.383
Ba1 3.83 1.33 1.35  1.622
Cl1 6.01 2.68 0.05  -0.814
C5 -0.35 -0.75 1.73  -0.853
O1 0.76 -0.02 1.76  0.769
N1 -0.35 -2.01 2.09  1.044
C6 0.89 -2.77 2.33  -1.169
C7 -1.63 -2.70 2.24  -1.068
H8 -1.26 -0.31 1.33  0.460
H9 1.61 -2.59 1.53  0.132
H10 0.61 -3.83 2.34  0.474
H11 1.33 -2.50 3.30  0.173
H12 -2.32 -2.39 1.45  0.264
H13 -2.10 -2.47 3.21  0.181
H14 -1.48 -3.78 2.17  0.333
H15 1.78 2.80 4.93  0.098
H16 -1.11 3.95 4.65  0.280
C8 1.82 3.83 4.55  -0.931
C9 -0.50 4.68 4.10  -0.818
N2 0.75 4.09 3.61  0.272
H17 2.78 3.97 4.05  0.299
C10 0.91 3.68 2.34  0.211
O2 1.97 3.13 1.96  -0.542
H18 -1.08 5.06 3.25  0.295
H19 0.06 3.87 1.68  0.080
H20 1.71 4.53 5.38  0.381
H21 -0.24 5.50 4.77  0.301
H22 1.91 -0.32 -3.02  0.168
H23 1.94 -3.30 -3.35  0.207
C11 2.96 -0.58 -3.21  -0.864
C12 3.01 -3.06 -3.33  -0.834
N3 3.28 -1.84 -2.56  0.250
H24 3.59 0.22 -2.81  0.433
C13 3.74 -1.96 -1.29  0.074
O3 4.14 -1.06 -0.56  -0.558
H25 3.55 -3.87 -2.83  0.388
H26 3.74 -3.03 -0.96  0.278
H27 3.09 -0.72 -4.29  0.239
H28 3.37 -2.95 -4.36  0.322
O4 -1.44 0.88 -3.28  -0.187
C14 -2.00 -0.41 -3.51  -0.005
C15 -0.45 -1.46 -1.68  0.434
C16 -1.67 -1.38 -2.37  -0.023
H29 0.25 -0.62 -1.63  0.399
C17 -0.14 -2.68 -1.07  -0.311
H30 -3.10 -0.35 -3.61  0.562
C18 -2.66 -2.35 -2.20  -0.599
H31 0.87 -2.87 -0.71  0.340
C19 -1.09 -3.70 -0.97  -0.703
C20 -2.37 -3.50 -1.50  -1.025
H32 -3.62 -2.21 -2.71  0.381
H33 -0.82 -4.65 -0.49  0.404
H34 -3.12 -4.29 -1.45  0.348
Si1 -2.04 2.36 -2.94  0.386
Cl2 2.46 1.59 -0.85  -0.796
C21 -0.56 3.19 -2.11  -0.511
C22 -3.45 2.23 -1.77  -1.100
C23 -2.36 3.21 -4.56  -1.219
H35 -0.03 3.71 -2.90  0.270
H36 0.13 2.46 -1.68  -0.186
H37 -0.85 3.94 -1.35  0.304
H38 -1.46 3.12 -5.20  0.283
H39 -2.55 4.27 -4.35  0.372
H40 -3.22 2.81 -5.11  0.323
H41 -3.58 1.19 -1.42  0.309
H42 -4.36 2.56 -2.27  0.289
H43 -3.28 2.88 -0.90  0.353
C24 1.54 0.56 7.14  -1.195
Si2 0.40 0.04 5.74  0.297
C25 -0.28 -1.69 6.12  -1.134
C26 -1.05 1.23 5.69  -1.149
C27 1.30 0.06 4.13  -1.150
C28 1.54 -0.02 2.90  -0.100
H44 1.19 0.19 8.11  0.341
H45 1.63 1.65 7.20  0.288
H46 2.55 0.15 6.97  0.318
H47 -0.28 -1.86 7.21  0.353
H48 -1.31 -1.81 5.76  0.258
H49 0.33 -2.47 5.66  0.297
H50 -1.14 1.67 4.69  0.177
H51 -1.99 0.72 5.91  0.441
H52 -0.95 2.05 6.41  0.355

Results
* relative energy (zero: lowest compared OMol25 entry of this formula, charge and spin): 0.0000 eV
* E_tot: -84035.749 eV
* charge: -1
* orbital gap (spin up / spin down): 4.4599 / 4.0731 eV
* 2S+1: 1

---

Density functional theory data (ωB97M-V/def2-TZVPD) for a molecular structure, C28H52Br18O9S2 in a non-equilibrium geometry.

Last column: Mulliken charge in e.
CARTESIAN COORDINATES (ANGSTROEM)
C1 -4.83 -0.97 0.25  -0.640
C2 -3.89 -1.76 0.72  -0.451
C3 -2.42 -2.46 0.95  1.051
C4 -1.29 -1.51 1.62  1.220
C5 -1.15 -0.20 0.74  -0.277
C6 0.39 0.14 0.35  -0.925
C7 1.21 0.79 1.57  -0.327
S1 2.44 2.00 0.86  1.373
O1 2.72 1.78 -0.60  -0.557
O2 1.99 3.41 1.17  -0.616
O3 3.92 1.69 1.65  -0.477
O4 -0.10 -2.39 1.48  -0.093
S2 0.80 -2.58 2.89  0.905
O5 2.34 -2.45 2.74  -0.427
O6 0.65 -3.97 3.53  -0.576
O7 0.02 -1.34 3.74  -0.413
C8 -1.35 -1.31 3.22  0.374
O8 -2.06 -0.12 3.62  -0.553
C9 -2.06 -2.48 4.10  -0.534
O9 -1.39 -2.74 5.35  -0.324
C10 -1.80 -1.84 6.40  -0.663
H1 -5.67 -0.37 -0.21  0.455
H2 -2.62 -3.40 1.54  -0.764
H3 -1.97 -2.80 -0.06  0.081
H4 -1.55 0.72 1.28  0.128
H5 -1.70 -0.25 -0.25  -0.180
H6 0.30 0.91 -0.50  0.411
H7 0.93 -0.76 -0.12  0.209
H8 1.77 -0.04 2.13  0.228
H9 0.48 1.29 2.30  0.270
H10 3.64 1.42 2.56  0.340
H11 -3.00 -0.22 3.32  0.441
H12 -3.17 -2.20 4.28  0.479
H13 -2.08 -3.47 3.53  -0.155
H14 -1.83 -2.45 7.38  0.252
H15 -2.85 -1.39 6.25  0.276
H16 -1.04 -1.00 6.56  0.219
Br1 0.39 3.57 -4.00  -0.145
C11 0.84 1.69 -4.23  -0.639
C12 -0.39 0.88 -4.57  -0.377
Br2 -1.48 0.56 -2.98  0.004
H17 1.33 1.37 -3.32  0.301
H18 1.55 1.67 -5.06  0.447
H19 -0.11 -0.12 -4.92  0.151
H20 -1.03 1.35 -5.31  0.335
Br3 5.56 8.03 0.53  -0.163
C13 4.11 6.82 0.05  -0.597
C14 4.63 5.57 -0.61  -0.285
Br4 5.14 5.91 -2.46  -0.124
H21 3.42 7.38 -0.58  0.432
H22 3.62 6.57 0.99  0.308
H23 3.86 4.81 -0.66  0.156
H24 5.51 5.15 -0.11  0.241
Br5 -1.89 -2.03 -6.03  -0.055
C15 -2.99 -1.62 -7.59  -0.605
C16 -2.94 -0.15 -7.92  -0.638
Br6 -4.05 0.89 -6.71  -0.122
H25 -3.99 -1.98 -7.37  0.375
H26 -2.56 -2.22 -8.40  0.360
H27 -3.36 0.03 -8.92  0.362
H28 -1.93 0.27 -7.88  0.343
Br7 -3.85 1.35 0.02  0.054
C17 -4.43 3.21 0.06  -0.643
C18 -4.17 3.83 1.41  -0.514
Br8 -5.49 3.25 2.72  -0.145
H29 -5.48 3.22 -0.23  0.386
H30 -3.84 3.71 -0.71  0.378
H31 -4.28 4.92 1.36  0.270
H32 -3.19 3.59 1.82  0.346
Br9 -2.01 -6.36 1.66  -0.092
C19 -3.67 -6.66 2.64  -0.661
C20 -4.88 -6.49 1.75  -0.530
Br10 -5.25 -4.60 1.44  -0.097
H33 -3.66 -5.98 3.49  0.322
H34 -3.60 -7.69 3.00  0.427
H35 -5.77 -6.88 2.24  0.357
H36 -4.77 -6.96 0.78  0.310
Br11 -0.59 -3.23 -2.98  -0.086
C21 -0.17 -5.12 -3.23  -0.697
C22 -1.40 -5.90 -3.61  -0.510
Br12 -2.56 -6.23 -2.07  -0.120
H37 0.31 -5.46 -2.31  0.393
H38 0.56 -5.15 -4.04  0.366
H39 -1.13 -6.90 -3.97  0.361
H40 -2.02 -5.40 -4.36  0.292
Br13 -2.21 7.65 1.61  -0.116
C23 -0.37 8.30 1.55  -0.474
C24 -0.02 9.06 2.80  -0.570
Br14 -0.79 10.84 2.80  -0.136
H41 -0.28 8.90 0.64  0.377
H42 0.24 7.40 1.45  0.220
H43 1.06 9.22 2.86  0.336
H44 -0.36 8.56 3.71  0.379
Br15 8.69 5.32 -1.11  -0.124
C25 8.86 3.40 -1.43  -0.559
C26 7.56 2.81 -1.91  -0.551
Br16 6.30 2.60 -0.44  -0.089
H45 9.21 2.96 -0.50  0.350
H46 9.63 3.31 -2.19  0.353
H47 7.71 1.80 -2.30  0.351
H48 7.06 3.42 -2.67  0.278
Br17 4.04 -7.58 2.83  -0.184
C27 3.12 -6.98 1.22  -0.464
C28 3.39 -5.51 0.95  -0.801
Br18 2.34 -4.36 2.14  0.122
H49 2.07 -7.20 1.35  0.236
H50 3.52 -7.60 0.42  0.379
H51 3.07 -5.25 -0.06  0.313
H52 4.44 -5.24 1.08  0.384

Results
* relative energy (zero: lowest compared OMol25 entry of this formula, charge and spin): 7.8160 eV
* E_tot: -1330730.112 eV
* orbital gap: 7.8339 eV
* 2S+1: 1

---

Density functional theory data (ωB97M-V/def2-TZVPD) for 6 unconnected molecules or ions with the total composition C28H52BrN2O7.

Last column: Mulliken charge in e.
CARTESIAN COORDINATES (ANGSTROEM)
C1 0.52 -3.04 -3.17  -0.827
C2 0.76 -2.74 -1.90  -0.266
C3 -0.12 -2.99 -0.77  0.719
N1 0.31 -2.99 0.50  0.436
C4 -0.74 -3.18 1.37  -0.114
O1 -0.57 -3.17 2.68  -0.145
C5 -0.10 -4.41 3.26  -0.827
C6 1.44 -4.49 3.44  0.505
C7 2.13 -5.51 2.52  -1.332
O2 2.00 -3.18 3.30  -0.505
C8 -1.85 -3.31 0.62  -0.879
N2 -1.44 -3.18 -0.70  0.011
Br1 -2.62 -3.23 -2.10  0.110
H1 -0.28 -3.72 -3.44  0.375
H2 1.12 -2.60 -3.95  0.209
H3 1.68 -2.24 -1.63  0.265
H4 1.26 -2.84 0.79  0.253
H5 -0.42 -5.23 2.61  0.365
H6 -0.62 -4.52 4.20  0.303
H7 1.61 -4.80 4.47  0.344
H8 1.42 -6.16 2.02  0.330
H9 2.80 -6.15 3.09  0.360
H10 2.72 -5.02 1.75  0.366
H11 2.86 -3.24 2.87  0.243
H12 -2.87 -3.45 0.93  0.571
C9 -4.90 1.43 -1.79  -0.684
C10 -3.95 0.25 -1.57  0.015
C11 -4.41 -0.26 -0.21  0.015
O3 -5.80 0.02 -0.13  -0.459
C12 -6.19 0.89 -1.19  -0.523
H13 -5.01 1.71 -2.84  0.374
H14 -4.55 2.30 -1.24  0.319
H15 -4.12 -0.51 -2.33  0.094
H16 -2.90 0.53 -1.58  0.082
H17 -3.90 0.27 0.61  0.139
H18 -4.25 -1.33 -0.07  0.037
H19 -6.77 0.32 -1.92  0.263
H20 -6.83 1.68 -0.78  0.326
C13 3.22 -0.88 6.02  0.090
C14 4.05 -0.80 7.30  -0.694
C15 5.41 -1.25 6.80  -0.472
O4 5.50 -0.83 5.43  -0.430
C16 4.22 -0.42 4.97  -0.255
H21 2.32 -0.26 6.04  0.238
H22 2.92 -1.91 5.82  -0.081
H23 4.09 0.23 7.65  0.291
H24 3.67 -1.42 8.10  0.370
H25 5.51 -2.34 6.84  0.248
H26 6.24 -0.81 7.35  0.308
H27 4.21 0.67 4.87  0.286
H28 4.04 -0.85 3.98  0.125
C17 0.03 1.81 -5.13  -0.179
C18 -0.77 1.57 -3.85  -0.719
C19 -1.01 0.06 -3.92  0.329
O5 0.12 -0.50 -4.60  -0.304
C20 0.89 0.56 -5.19  -0.674
H29 0.62 2.72 -5.11  0.086
H30 -0.64 1.85 -5.99  0.230
H31 -0.17 1.81 -2.98  0.315
H32 -1.70 2.14 -3.80  0.400
H33 -1.92 -0.17 -4.49  0.188
H34 -1.10 -0.40 -2.93  -0.234
H35 1.82 0.68 -4.62  0.310
H36 1.15 0.27 -6.21  0.305
C21 0.82 7.09 -6.16  -0.561
C22 0.11 6.09 -7.07  -0.556
C23 1.13 4.96 -7.15  -0.247
O6 1.84 4.97 -5.91  -0.409
C24 1.53 6.16 -5.19  -0.368
H37 0.16 7.79 -5.67  0.339
H38 1.55 7.66 -6.74  0.257
H39 -0.81 5.73 -6.59  0.239
H40 -0.16 6.49 -8.05  0.358
H41 1.85 5.14 -7.96  0.305
H42 0.68 3.98 -7.30  0.171
H43 0.88 5.91 -4.34  0.233
H44 2.46 6.58 -4.80  0.273
C25 -0.99 -0.05 3.23  0.108
C26 -1.92 0.99 3.84  -0.662
C27 -1.33 1.13 5.24  -0.571
O7 0.08 0.89 5.11  -0.380
C28 0.36 0.35 3.82  0.000
H45 -0.98 -0.04 2.14  0.282
H46 -1.26 -1.05 3.56  -0.035
H47 -1.85 1.94 3.30  0.317
H48 -2.97 0.69 3.86  0.363
H49 -1.75 0.39 5.93  0.275
H50 -1.48 2.12 5.67  0.317
H51 0.85 1.12 3.21  0.222
H52 1.04 -0.50 3.93  -0.212

Results
* relative energy (zero: lowest compared OMol25 entry of this formula, charge and spin): 0.0000 eV
* E_tot: -117224.129 eV
* charge: +1
* orbital gap: 7.2676 eV
* 2S+1: 1

---

Density functional theory data (ωB97M-V/def2-TZVPD) for a molecular structure, C28H52Cl2GeNO5PPtSi3.

Last column: Mulliken spin population.
CARTESIAN COORDINATES (ANGSTROEM)
Pt1 0.95 -0.22 -0.71  1.248
Cl1 5.38 -5.43 -3.34  0.059
C1 4.10 -4.54 -2.64  0.190
C2 2.81 -5.05 -2.74  0.162
C3 1.81 -4.28 -2.16  0.194
Cl2 0.19 -4.84 -2.25  0.044
C4 2.04 -3.03 -1.51  0.259
O1 1.05 -2.39 -1.06  0.421
C5 3.43 -2.55 -1.39  -0.017
C6 3.82 -1.40 -0.66  0.330
O2 3.11 -0.53 -0.03  0.308
C7 4.41 -3.33 -1.99  0.192
H1 2.60 -5.98 -3.23  0.023
H2 4.91 -1.26 -0.60  0.022
H3 5.45 -3.03 -1.94  0.017
C8 -2.67 -2.44 -3.71  -0.004
C9 -1.44 -2.06 -4.20  0.039
C10 -0.61 -1.29 -3.39  0.014
N1 -0.97 -0.89 -2.17  -0.010
C11 -2.15 -1.27 -1.70  0.004
C12 -3.04 -2.05 -2.43  0.012
H4 -3.34 -3.05 -4.31  0.000
H5 -1.10 -2.36 -5.18  0.002
H6 0.37 -0.99 -3.73  -0.003
H7 -2.40 -0.94 -0.70  -0.011
H8 -3.98 -2.34 -2.00  0.001
C13 -3.47 5.22 -1.03  0.000
C14 -2.94 4.03 -0.25  0.001
O3 -1.60 3.71 -0.70  0.009
P1 -1.40 2.36 -1.55  0.025
O4 0.32 2.61 -1.73  0.013
C15 0.87 3.89 -2.22  0.007
C16 1.34 4.81 -1.12  0.005
O5 -1.86 2.91 -2.99  0.001
C17 -2.09 1.96 -4.06  0.000
C18 -0.86 1.84 -4.93  0.000
H9 -4.47 5.48 -0.67  0.000
H10 -3.53 4.99 -2.09  0.000
H11 -2.82 6.08 -0.89  0.000
H12 -3.59 3.16 -0.38  0.000
H13 -2.86 4.25 0.81  0.000
H14 0.07 4.33 -2.81  0.000
H15 1.69 3.59 -2.88  -0.002
H16 0.52 5.04 -0.43  -0.002
H17 1.67 5.74 -1.58  0.001
H18 2.18 4.39 -0.56  -0.002
H19 -2.94 2.34 -4.62  0.000
H20 -2.36 0.99 -3.63  -0.001
H21 -0.59 2.81 -5.36  0.001
H22 -1.05 1.15 -5.76  0.001
H23 -0.01 1.46 -4.36  0.010
C19 1.19 1.82 -0.75  0.201
H24 2.20 2.03 -1.13  -0.001
H25 1.07 2.36 0.19  0.028
C20 1.40 0.58 5.00  0.019
Si1 1.93 0.20 3.26  0.263
C21 2.70 1.66 2.40  0.051
C22 3.04 -1.30 3.23  0.105
Ge1 0.18 -0.67 1.61  0.390
Si2 -1.44 0.80 2.74  0.163
C23 -2.92 0.64 1.58  0.138
C24 -0.88 2.59 2.74  0.004
C25 -2.02 0.27 4.44  0.026
Si3 -0.24 -2.97 2.23  0.054
C26 -0.49 -3.09 4.09  0.039
C27 -1.82 -3.46 1.34  0.024
C28 1.13 -4.13 1.70  0.019
H26 2.31 0.84 5.55  0.008
H27 0.96 -0.29 5.50  -0.003
H28 0.72 1.42 5.10  0.001
H29 3.57 1.98 2.99  0.011
H30 2.02 2.50 2.32  -0.010
H31 3.04 1.35 1.42  -0.012
H32 3.95 -1.02 3.78  0.015
H33 3.32 -1.56 2.21  -0.024
H34 2.61 -2.16 3.73  -0.009
H35 -2.68 0.92 0.55  -0.064
H36 -3.72 1.29 1.94  0.008
H37 -3.30 -0.38 1.58  0.005
H38 -0.60 2.91 1.74  0.007
H39 -0.05 2.79 3.42  0.001
H40 -1.72 3.20 3.08  0.001
H41 -2.65 -0.62 4.36  0.003
H42 -2.63 1.08 4.85  0.006
H43 -1.23 0.06 5.15  -0.002
H44 -1.35 -2.50 4.40  -0.006
H45 0.38 -2.74 4.65  -0.003
H46 -0.68 -4.13 4.39  0.002
H47 -2.67 -2.83 1.63  0.002
H48 -2.08 -4.50 1.57  0.001
H49 -1.68 -3.38 0.26  -0.010
H50 2.13 -3.74 1.87  0.000
H51 1.02 -4.36 0.64  -0.010
H52 1.03 -5.07 2.26  0.000

Results
* relative energy (zero: lowest compared OMol25 entry of this formula, charge and spin): 3.0470 eV
* E_tot: -159329.293 eV
* charge: +1
* orbital gap (spin up / spin down): 5.8955 / 5.9472 eV
* <S²>: 8.781
* 2S+1: 6

---

Question: The lowest E_tot belongs to which entry?
Answer: C28H52Br18O9S2

---

Question: What is the formula in the second record?
Answer: C28H52Br18O9S2